Computed, not measured: a 6-piece molecular cluster, C40H80BF5N7O12S overall, with ωB97M-V with the def2-TZVPD basis set.

Structure (XYZ):
```
146
Properties=species:S:1:pos:R:3:lowdin_charge:R:1
C -2.90 1.52 0.73 -0.0841
C -1.49 1.29 0.15 -0.2378
C -0.41 1.09 1.22 -0.1710
C -0.55 -0.28 1.89 -0.1426
O 0.72 -0.98 1.91 -0.0907
N 1.21 -1.55 3.12 0.0101
C 0.95 -0.66 4.32 -0.0354
C 1.48 0.82 4.42 -0.6062
N 0.28 1.62 4.66 0.0988
N 2.45 0.82 5.53 0.0816
N 2.11 1.33 3.24 0.1221
C 2.74 -1.61 2.85 -0.0883
C 3.66 -1.69 4.09 -0.2085
N 4.74 -0.72 3.93 0.0422
C 3.08 -2.59 1.67 -0.2869
C 3.23 -2.04 0.24 -0.0648
C 2.50 -0.84 -0.39 -0.3123
C 1.11 -1.04 -0.95 -0.0164
F 2.57 0.28 0.45 -0.0257
S 4.83 -3.40 1.87 0.8371
O 5.84 -2.39 1.72 -0.2562
O 4.87 -4.36 2.92 -0.2582
C 4.99 -4.47 0.30 -0.7370
F 3.89 -5.08 -0.05 0.1760
F 5.41 -3.77 -0.72 0.1772
F 5.88 -5.35 0.60 0.2000
O 2.21 -3.72 1.66 -0.0156
C 1.52 -4.09 2.82 -0.2844
F 2.42 -4.26 3.86 0.0639
B 0.89 -5.57 2.54 -0.5584
O 0.73 -5.98 1.25 0.2138
O 0.60 -6.29 3.66 0.1992
C 0.49 -3.04 3.31 -0.1757
C 0.27 -3.34 4.81 -0.0732
C -0.86 -2.69 5.61 -0.2504
N -1.08 -2.93 6.83 0.1356
N -0.71 -3.15 2.55 -0.0139
C -0.76 -3.36 1.09 -0.0095
C -2.05 -3.28 3.10 -0.4756
C -2.47 -4.62 3.59 0.0430
O -2.79 -2.36 3.01 0.1627
H -2.86 1.79 1.79 0.0733
H -3.55 0.65 0.60 0.0682
H -3.40 2.34 0.21 0.0719
H -1.20 2.11 -0.51 0.0907
H -1.51 0.39 -0.48 0.0936
H -0.52 1.87 1.98 0.0966
H 0.58 1.18 0.77 0.0970
H -1.04 -0.25 2.86 0.1146
H -1.23 -0.88 1.29 0.0863
H 1.34 -1.18 5.18 0.1021
H -0.13 -0.65 4.44 0.0942
H 0.56 2.55 4.95 0.0961
H -0.27 1.24 5.43 0.0914
H 2.93 1.72 5.52 0.0923
H 1.98 0.75 6.43 0.0958
H 1.79 2.26 3.01 0.0986
H 3.12 1.29 3.27 0.0866
H 2.90 -0.61 2.44 0.1149
H 3.13 -1.48 5.01 0.0918
H 4.05 -2.70 4.21 0.0947
H 5.65 -1.12 4.07 0.0811
H 4.61 0.02 4.62 0.0551
H 4.29 -1.82 0.10 0.1082
H 3.00 -2.88 -0.42 0.1308
H 3.15 -0.60 -1.24 0.1533
H 1.09 -1.98 -1.51 0.0907
H 0.33 -1.02 -0.20 0.0427
H 0.89 -0.25 -1.68 0.1018
H 0.77 -6.93 1.09 0.1353
H 0.61 -7.26 3.58 0.1372
H 0.15 -4.42 4.90 0.1184
H 1.20 -3.13 5.34 0.1298
H -1.53 -1.99 5.12 0.1034
H -0.43 -3.61 7.22 0.0700
H -1.38 -2.59 0.62 0.0809
H 0.24 -3.35 0.67 0.0967
H -1.22 -4.33 0.87 0.1045
H -1.80 -5.02 4.35 0.0808
H -3.49 -4.54 3.98 0.1069
H -2.45 -5.34 2.76 0.1059
C -2.88 -2.73 -2.97 -0.1547
C -2.96 -2.12 -4.37 -0.1573
C -1.86 -1.07 -4.30 -0.1850
O -0.86 -1.59 -3.41 -0.1722
C -1.38 -2.72 -2.72 -0.2144
H -3.31 -3.73 -2.91 0.1137
H -3.40 -2.10 -2.25 0.1134
H -2.71 -2.87 -5.12 0.1173
H -3.93 -1.69 -4.61 0.1088
H -2.24 -0.12 -3.90 0.1222
H -1.40 -0.88 -5.27 0.1099
H -0.91 -3.63 -3.11 0.1178
H -1.13 -2.64 -1.66 0.0819
C -0.66 6.62 -1.22 -0.1592
C -0.58 6.77 0.30 -0.1677
C -1.35 5.54 0.76 -0.1996
O -1.14 4.53 -0.23 -0.1697
C -0.54 5.11 -1.39 -0.2015
H 0.12 7.17 -1.76 0.1147
H -1.63 6.97 -1.58 0.1170
H 0.46 6.71 0.62 0.1130
H -1.00 7.70 0.67 0.1050
H -2.42 5.75 0.83 0.1199
H -1.02 5.16 1.73 0.1111
H 0.51 4.80 -1.45 0.1169
H -1.06 4.73 -2.28 0.1184
C -0.29 10.96 3.97 -0.1675
C 1.08 10.30 3.80 -0.1685
C 0.82 9.37 2.62 -0.2226
O -0.17 10.01 1.81 -0.1549
C -0.74 11.11 2.52 -0.1991
H -0.26 11.91 4.50 0.1122
H -0.97 10.29 4.51 0.1128
H 1.82 11.05 3.54 0.1148
H 1.42 9.77 4.68 0.1101
H 0.43 8.41 2.96 0.1101
H 1.71 9.19 2.02 0.1174
H -0.38 12.04 2.09 0.1186
H -1.83 11.07 2.40 0.1174
C -4.40 -0.92 -8.22 -0.1668
C -5.92 -0.78 -8.16 -0.1659
C -6.09 0.25 -7.05 -0.2086
O -4.93 1.09 -7.11 -0.1437
C -3.95 0.51 -7.97 -0.2056
H -4.03 -1.32 -9.16 0.1124
H -4.06 -1.57 -7.42 0.1000
H -6.30 -0.38 -9.11 0.1143
H -6.45 -1.71 -7.95 0.1108
H -6.13 -0.23 -6.07 0.1099
H -6.98 0.87 -7.17 0.1166
H -3.90 1.08 -8.90 0.1178
H -2.98 0.57 -7.48 0.1102
C 2.33 -3.21 -6.16 -0.1649
C 2.38 -3.08 -7.68 -0.1660
C 0.94 -3.42 -8.06 -0.2020
O 0.13 -2.97 -6.97 -0.1465
C 0.95 -2.65 -5.85 -0.2123
H 3.12 -2.67 -5.65 0.1099
H 2.39 -4.26 -5.87 0.1129
H 2.62 -2.06 -7.96 0.1142
H 3.10 -3.74 -8.15 0.1117
H 0.80 -4.50 -8.19 0.1173
H 0.61 -2.92 -8.97 0.1171
H 0.98 -1.56 -5.72 0.1184
H 0.49 -3.08 -4.95 0.0995
```

## Properties
- Molecular weight: 988.99 g mol⁻¹
- Multiplicity: 1
- Charge: +1
- Frontier orbital gap: 8.47 eV
- Highest occupied orbital energy: -10.632 eV


Computed, not measured: a 3-piece molecular cluster, C3H12NO2 overall, with ωB97M-V with the def2-TZVPD basis set.

Structure (XYZ):
```
18
Properties=species:S:1:pos:R:3:nbo_charge:R:1
C 0.55 1.82 -0.85 -0.6133
C 0.28 0.40 -1.33 -0.2351
C -1.77 -0.82 -1.01 0.1283
N -0.74 -0.34 -0.48 -0.3961
H -0.40 2.39 -0.97 0.2169
H 0.65 1.67 0.17 0.2130
H 1.32 2.37 -1.31 0.2541
H -0.07 0.40 -2.42 0.2183
H 1.22 -0.17 -1.43 0.2342
H -2.55 -1.31 -0.40 0.2294
H -1.83 -1.00 -2.05 0.2155
H -0.60 -0.10 0.54 0.4917
H 1.13 -2.66 1.83 0.4837
H 1.95 -1.98 0.86 0.4748
O 1.05 -2.08 1.07 -0.9524
H -0.35 1.28 2.69 0.5122
H 0.42 -0.22 2.75 0.5173
O -0.27 0.36 2.33 -0.9925
```

## Properties
- Molecular weight: 94.13 g mol⁻¹
- Multiplicity: 1
- Charge: +1
- Frontier orbital gap: 11.22 eV
- Highest occupied orbital energy: -15.628 eV


Computed, not measured: a 3-piece molecular cluster, C25H38IN3O5S overall, with ωB97M-V with the def2-TZVPD basis set.

Structure (XYZ):
```
73
Properties=species:S:1:pos:R:3:lowdin_charge:R:1
C 6.17 -2.79 2.18 0.0472
C 6.29 -2.71 0.75 -0.0926
C 6.53 -2.19 -0.79 -0.2190
C 5.13 -1.64 -1.52 -0.2079
C 4.54 -0.34 -0.67 -0.0974
C 3.21 0.35 -1.39 -0.3452
N 2.97 -0.54 -2.59 0.1060
C 3.24 0.09 -3.78 -0.0221
O 3.42 0.94 -4.83 -0.0004
N 3.75 1.77 -1.64 0.0500
C 3.72 2.58 -0.32 -0.2012
O 4.54 3.56 0.10 -0.0106
C 2.45 1.85 0.43 -0.2221
N 2.52 1.73 1.94 0.0265
C 3.80 1.39 2.36 -0.5188
S 5.46 1.59 2.81 0.6062
C 1.85 0.55 -0.44 -0.2642
C 0.56 1.24 -1.17 -0.1306
C -0.26 0.27 -2.21 -0.3551
C -1.35 1.26 -3.00 -0.0755
O -1.07 -0.78 -1.58 -0.1540
C 1.55 -0.73 0.59 -0.5664
I -0.29 -0.40 1.81 0.8881
C 1.48 -2.18 -0.20 -0.2726
C 0.62 -3.34 0.64 -0.1886
H 6.04 -2.86 3.34 0.0460
H 7.04 -3.05 -1.43 0.1165
H 7.28 -1.27 -0.86 0.1228
H 5.48 -1.34 -2.62 0.1232
H 4.39 -2.55 -1.56 0.1060
H 4.35 -0.71 0.42 0.0939
H 5.46 0.42 -0.60 0.1401
H 3.13 2.40 -2.21 0.1237
H 1.60 2.68 0.30 0.1592
H -0.22 1.72 -0.44 0.1087
H 0.99 2.14 -1.83 0.1302
H 0.39 -0.21 -3.06 0.1394
H -1.79 0.75 -3.98 0.1013
H -0.87 2.28 -3.33 0.0786
H -2.24 1.55 -2.25 0.0832
H -1.96 -0.39 -1.28 0.1098
H 2.41 -0.85 1.41 0.0839
H 1.17 -2.11 -1.33 0.1028
H 2.60 -2.60 -0.20 0.0999
H -0.53 -3.28 0.45 0.0666
H 0.90 -3.23 1.79 0.0629
H 1.08 -4.39 0.32 0.0840
C -6.92 1.09 -3.80 -0.1828
C -6.42 1.87 -2.61 -0.1815
C -5.32 0.96 -2.08 -0.2120
O -4.78 0.27 -3.21 -0.1541
C -5.64 0.47 -4.34 -0.2047
H -7.43 1.71 -4.54 0.1161
H -7.60 0.30 -3.47 0.1179
H -5.99 2.82 -2.94 0.1181
H -7.19 2.08 -1.87 0.1164
H -5.72 0.22 -1.39 0.1197
H -4.53 1.52 -1.58 0.1036
H -5.13 1.15 -5.03 0.1176
H -5.82 -0.48 -4.85 0.1190
C -2.54 -0.44 6.50 -0.1814
C -3.55 0.64 6.22 -0.1834
C -3.34 0.90 4.74 -0.2082
O -2.91 -0.33 4.16 -0.2013
C -2.58 -1.25 5.22 -0.2123
H -2.77 -1.04 7.38 0.1158
H -1.55 0.01 6.63 0.1187
H -4.57 0.25 6.39 0.1170
H -3.42 1.54 6.83 0.1159
H -2.55 1.64 4.58 0.1174
H -4.25 1.25 4.24 0.1179
H -3.37 -2.01 5.25 0.1186
H -1.63 -1.74 5.00 0.1099
```

## Properties
- Molecular weight: 619.57 g mol⁻¹
- Multiplicity: 1
- Frontier orbital gap: 8.29 eV
- SMILES: C#CCCC[C@]1(N=C=O)NC(=O)[C@H](N=C=S)[C@]1(C[C@H](C)O)[C@@H](I)CC.C1CCOC1.C1CCOC1
- Highest occupied orbital energy: -8.953 eV


Computed, not measured: C28H16Br2CdN4O4 as an isolated structure, with ωB97M-V with the def2-TZVPD basis set.

Structure (XYZ):
```
55
Properties=species:S:1:pos:R:3:nbo_charge:R:1
Cd -0.61 0.33 -0.21 1.5853
O 5.10 2.78 4.72 -0.3415
N 5.01 1.93 3.90 0.5381
O 5.95 1.38 3.39 -0.3851
C 3.66 1.39 3.44 0.0875
C 2.77 0.99 4.37 -0.1695
C 1.57 0.39 3.86 -0.1007
C 0.58 -0.10 4.76 -0.1034
C -0.57 -0.64 4.28 -0.2602
C -0.73 -0.76 2.90 0.0974
N 0.10 -0.24 2.02 -0.5085
C 1.27 0.27 2.52 0.2308
C 2.22 0.80 1.60 0.1649
N 1.85 0.83 0.26 -0.4690
C 2.71 1.01 -0.69 0.0985
C 4.05 1.43 -0.27 -0.2205
C 4.42 1.57 1.01 -0.1520
C 3.54 1.19 2.04 -0.0847
H 2.98 1.13 5.41 0.2489
H 0.68 0.00 5.78 0.2170
H -1.33 -1.08 4.96 0.2368
H -1.60 -1.34 2.42 0.2241
H 2.33 0.90 -1.72 0.2268
H 4.77 1.60 -1.04 0.2212
H 5.41 1.82 1.24 0.2430
Br 0.78 -0.62 -4.01 0.0890
C 0.01 1.04 -3.67 0.1297
C -0.51 1.73 -4.74 -0.2687
C -1.18 2.92 -4.55 -0.1499
C -1.32 3.42 -3.27 -0.2107
C -0.74 2.70 -2.24 0.1013
N -0.18 1.49 -2.45 -0.5328
C -0.93 3.27 -0.80 0.7421
O -1.35 4.42 -0.78 -0.6514
O -0.69 2.53 0.22 -0.8432
H -0.49 1.33 -5.72 0.2260
H -1.58 3.40 -5.48 0.2270
H -1.78 4.35 -3.04 0.2615
Br -3.43 0.32 0.37 0.0268
C -3.56 -1.40 -0.51 -0.0521
C -4.86 -1.88 -0.49 -0.2598
C -5.12 -3.21 -0.98 -0.2125
C -4.09 -3.89 -1.51 -0.1830
C -2.74 -3.40 -1.54 -0.0840
C -1.72 -4.20 -2.11 -0.1948
C -0.40 -3.85 -1.83 -0.2142
C -0.11 -2.60 -1.17 -0.2536
C -1.07 -1.69 -0.85 -0.5569
C -2.41 -2.14 -1.03 -0.0383
H -5.64 -1.21 -0.14 0.2287
H -6.13 -3.62 -0.93 0.2202
H -4.26 -4.89 -1.86 0.2089
H -1.90 -5.07 -2.63 0.2061
H 0.35 -4.56 -2.26 0.2133
H 0.91 -2.30 -0.93 0.2001
```

## Properties
- Molecular weight: 744.68 g mol⁻¹
- Multiplicity: 1
- Frontier orbital gap: 7.13 eV
- Highest occupied orbital energy: -8.087 eV


Computed, not measured: a 2-piece molecular cluster, C8H9BO3 overall, with ωB97M-V with the def2-TZVPD basis set.

Structure (XYZ):
```
21
Properties=species:S:1:pos:R:3:nbo_charge:R:1
B -2.40 0.42 -0.52 1.1804
C 1.97 1.12 -1.18 -0.1609
C 1.70 1.57 0.08 -0.2253
C 1.49 -0.14 -1.57 -0.2166
C 0.84 0.89 0.87 -0.1044
C 0.73 -0.90 -0.71 -0.0987
C 0.36 -0.33 0.51 -0.2539
C -1.07 -1.68 2.26 -0.4683
C -0.61 -0.90 1.32 0.4296
O -1.65 0.02 -1.52 -0.9069
O -3.53 1.10 -0.82 -0.9058
O -2.22 0.31 0.80 -0.8676
H 2.31 1.63 -2.04 0.2166
H 1.98 2.51 0.38 0.2106
H 1.70 -0.39 -2.58 0.2129
H 0.63 1.42 1.84 0.2295
H 0.18 -1.88 -0.92 0.2385
H -2.10 -1.76 2.58 0.2660
H -0.31 -2.21 2.97 0.2458
H -2.00 0.28 -2.35 0.4962
H -3.92 1.30 -0.03 0.4822
```

## Properties
- Molecular weight: 163.97 g mol⁻¹
- Multiplicity: 1
- Frontier orbital gap (spin up / spin down): 8.53 / 8.53 eV
- Highest occupied orbital energy (spin up / spin down): -9.027 / -9.028 eV


Computed, not measured: a 5-piece molecular cluster, C14H22F4NO15P2 overall, with ωB97M-V with the def2-TZVPD basis set.

Structure (XYZ):
```
58
Properties=species:S:1:pos:R:3:nbo_charge:R:1
N 5.32 -2.48 0.85 -1.1773
P 5.69 -0.85 0.37 0.8127
O 5.91 -1.15 -1.27 -1.0041
P 3.87 0.47 0.71 0.8877
O 3.34 0.65 -0.98 -0.8189
C 2.05 0.09 -1.03 -0.0955
C 2.25 -1.26 -0.37 -0.0898
O 2.76 -0.94 0.90 -0.8443
H 4.61 -2.86 0.23 0.3583
H 4.92 -2.44 1.78 0.3744
H 6.76 -0.77 -1.48 0.4762
H 2.82 1.38 1.13 -0.1724
H 4.82 1.56 0.51 -0.1521
H 4.29 0.32 2.09 -0.1500
H 1.60 0.08 -2.03 0.1515
H 1.37 0.62 -0.35 0.1587
H 1.40 -1.95 -0.39 0.1495
H 3.05 -1.75 -0.96 0.1396
C 2.47 -1.15 5.86 -0.1293
C 3.73 -1.67 5.20 0.4509
O 4.15 -0.57 4.43 -0.4731
C 3.70 0.56 5.04 0.9736
O 4.08 1.66 4.82 -0.5394
O 2.76 0.24 5.97 -0.5009
F 3.48 -2.73 4.38 -0.3247
H 1.61 -1.30 5.21 0.2064
H 2.28 -1.58 6.84 0.1928
H 4.53 -1.95 5.89 0.1410
C -1.40 4.32 -0.98 -0.1278
C 0.07 4.05 -1.26 0.4499
O 0.21 2.69 -0.88 -0.4669
C -1.00 2.10 -1.04 0.9754
O -1.22 0.93 -1.07 -0.5617
O -1.98 3.04 -1.19 -0.5052
F 0.88 4.82 -0.50 -0.3184
H -1.54 4.63 0.06 0.2036
H -1.84 5.06 -1.64 0.2027
H 0.36 4.15 -2.30 0.1513
C -4.81 0.95 -1.28 -0.1584
C -5.43 1.72 -0.13 0.4521
O -5.97 2.86 -0.78 -0.5026
C -6.24 2.51 -2.07 0.9711
O -6.91 3.15 -2.81 -0.5759
O -5.65 1.34 -2.37 -0.4872
F -4.52 2.13 0.79 -0.3251
H -3.79 1.29 -1.47 0.2230
H -4.82 -0.13 -1.13 0.2405
H -6.23 1.19 0.38 0.1483
C -2.87 -3.70 -3.07 -0.1305
C -3.93 -3.40 -4.11 0.4447
O -5.07 -3.12 -3.31 -0.4915
C -4.63 -2.66 -2.11 0.9780
O -5.30 -2.10 -1.30 -0.5793
O -3.31 -2.91 -1.97 -0.4680
F -4.20 -4.46 -4.91 -0.3258
H -2.90 -4.76 -2.79 0.2025
H -1.87 -3.43 -3.37 0.2220
H -3.72 -2.53 -4.74 0.1578
```

## Properties
- Molecular weight: 582.26 g mol⁻¹
- Multiplicity: 1
- Charge: -1
- Frontier orbital gap: 4.92 eV
- Highest occupied orbital energy: -2.857 eV


Computed, not measured: an isolated molecule of C2H3N3S, with ωB97M-V with the def2-TZVPD basis set.

Structure (XYZ):
```
9
Properties=species:S:1:pos:R:3:nbo_charge:R:1
S 1.94 0.02 -0.04 0.2329
N 0.22 -0.03 -0.07 -0.5300
C -0.67 -1.07 -0.08 0.1498
N -1.90 -0.67 0.04 -0.2703
N -1.87 0.71 0.08 -0.2733
C -0.61 1.08 -0.03 0.1438
H 2.09 -0.41 1.23 0.1218
H -0.37 -2.11 -0.11 0.2103
H -0.21 2.08 -0.14 0.2150
```

## Properties
- Molecular weight: 101.13 g mol⁻¹
- Multiplicity: 1
- Frontier orbital gap: 10.32 eV
- SMILES: Sn1cnnc1
- Highest occupied orbital energy: -9.997 eV


Computed, not measured: a 2-piece molecular cluster, C16H40INO3P2 overall, with ωB97M-V with the def2-TZVPD basis set.

Structure (XYZ):
```
63
Properties=species:S:1:pos:R:3:nbo_charge:R:1
C -1.94 -0.35 -4.84 -0.6082
C -1.54 -1.72 -4.29 -0.6959
P -0.46 -1.76 -2.79 0.3457
C 1.27 -1.40 -3.34 -0.7056
C 1.78 -2.55 -4.21 -0.6087
P -1.22 -0.24 -1.29 1.0557
C -2.15 0.95 -0.07 -0.5975
N -3.33 0.23 0.45 -0.6443
C -4.54 0.57 -0.30 -0.4121
C -0.27 -0.99 0.15 -0.7484
C -0.31 -2.51 0.32 -0.2703
C -0.59 -2.82 1.81 -0.6401
I 1.58 -3.48 -0.12 0.0507
C -0.62 1.27 -2.26 -0.7512
C 0.37 2.16 -1.51 0.0958
C 1.80 1.65 -1.55 -0.6321
O 0.32 3.48 -2.08 -0.7221
H -2.47 0.23 -4.10 0.1968
H -1.08 0.20 -5.19 0.1972
H -2.60 -0.49 -5.69 0.2073
H -1.12 -2.35 -5.06 0.2305
H -2.45 -2.22 -3.98 0.2256
H 1.94 -1.27 -2.50 0.2310
H 1.27 -0.51 -3.98 0.1961
H 1.40 -2.47 -5.23 0.1990
H 2.86 -2.48 -4.28 0.2055
H 1.51 -3.52 -3.79 0.2177
H -2.50 -0.82 -1.54 -0.0352
H -2.48 1.86 -0.57 0.1765
H -1.53 1.28 0.75 0.1954
H -3.51 0.54 1.40 0.3560
H -4.52 0.12 -1.29 0.1905
H -5.40 0.15 0.22 0.2008
H -4.70 1.65 -0.38 0.1671
H 0.74 -0.61 0.17 0.2471
H -0.75 -0.59 1.03 0.2439
H -1.10 -2.98 -0.26 0.2357
H -0.01 -2.13 2.41 0.2132
H -0.24 -3.81 2.06 0.2206
H -1.65 -2.73 2.02 0.2184
H -0.15 0.97 -3.19 0.2199
H -1.45 1.90 -2.53 0.2526
H 0.11 2.31 -0.47 0.1771
H 2.40 2.30 -0.93 0.2190
H 1.85 0.66 -1.10 0.2115
H 2.21 1.66 -2.55 0.2050
H 0.95 3.53 -2.82 0.4629
C 1.10 1.37 3.10 -0.2530
O 1.31 0.20 3.88 -0.5544
C 2.68 -0.01 4.19 -0.0896
C 3.00 0.39 5.61 -0.0888
O 2.86 1.79 5.81 -0.5510
C 1.65 2.16 6.45 -0.2537
H 0.03 1.57 3.09 0.1875
H 1.61 2.24 3.52 0.1846
H 1.44 1.21 2.07 0.1614
H 3.32 0.53 3.49 0.1760
H 2.88 -1.08 4.07 0.1885
H 4.04 0.13 5.83 0.1860
H 2.36 -0.16 6.31 0.1752
H 1.69 1.89 7.51 0.1676
H 0.79 1.68 5.98 0.1770
H 1.55 3.24 6.37 0.1907
```

## Properties
- Molecular weight: 483.35 g mol⁻¹
- Multiplicity: 1
- Frontier orbital gap: 7.36 eV
- SMILES: CCP(CC)[PH](CNC)(C[C@H](C)I)C[C@@H](C)O.COCCOC
- Highest occupied orbital energy: -6.794 eV